[1]
DFT (ωB97M-V/def2-TZVPD) results for C21H23AsO7P2RuS4Sb as an isolated structure.

Geometry as XYZ:
```
60
Properties=species:S:1:pos:R:3
Ru -1.02706 0.00417 -2.74640
S 1.31396 3.18897 -6.00619
As 0.92500 1.93072 -4.35098
S 0.43934 -0.18707 -4.53337
S -0.77376 2.26272 -3.01380
S 2.83739 2.41486 -3.55268
O -3.84155 -0.27659 -0.67813
P -4.09904 -0.80985 -2.17933
O -5.51972 -0.71196 -2.52421
O -3.05800 -0.08607 -3.04149
O -3.57752 -2.33162 -2.06080
P -2.22801 -2.94924 -2.76177
O -2.04234 -4.27839 -1.88367
O -2.42284 -3.26764 -4.17198
O -1.09524 -2.02107 -2.30122
H -4.68358 -0.03769 -0.27758
H -1.79007 -4.05601 -0.98130
C -1.73865 -2.34261 0.96806
C -1.84015 -1.19742 1.93665
C -2.59089 -1.35018 3.09713
C -2.70950 -0.32407 4.02291
C -2.05760 0.87653 3.80279
C -1.30179 1.04357 2.64864
C -1.19714 0.02513 1.70858
Sb -0.01019 0.27344 -0.05496
C 0.66637 2.26499 0.29524
C -0.37313 3.19204 0.21569
C -0.14231 4.55188 0.33323
C 1.15524 5.00123 0.51100
C 2.19614 4.08951 0.56376
C 1.97928 2.71770 0.45393
C 3.17028 1.80095 0.46608
C 1.56833 -1.01851 0.60393
C 1.67151 -1.30866 1.96202
C 2.66627 -2.14907 2.44079
C 3.56723 -2.71062 1.55078
C 3.46633 -2.42718 0.19870
C 2.47661 -1.58384 -0.29803
C 2.40828 -1.31333 -1.77077
H -2.10165 -3.26179 1.42863
H -0.70642 -2.50950 0.64875
H -2.34172 -2.13704 0.08176
H -3.08910 -2.29565 3.27688
H -3.30267 -0.46926 4.91705
H -2.12857 1.68135 4.52298
H -0.78352 1.98016 2.49184
H -1.39053 2.85042 0.04549
H -0.96541 5.25052 0.26427
H 1.36149 6.06063 0.58985
H 3.21247 4.44603 0.67889
H 4.07529 2.36310 0.69321
H 3.31119 1.33561 -0.51199
H 3.06801 1.00350 1.20091
H 0.96979 -0.87386 2.66306
H 2.73380 -2.36073 3.49992
H 4.34981 -3.36835 1.90698
H 4.17417 -2.86454 -0.49499
H 3.30893 -1.66483 -2.27346
H 2.30865 -0.24931 -2.00003
H 1.54855 -1.81615 -2.22118
```

Properties
Frontier orbital gap (alpha / beta)   7.9 / 6.5 eV
<S²>   6.030
LUMO energy (alpha / beta)   2.10 / 0.36 eV
Relative energy (zero: lowest compared OMol25 entry of this formula, charge and spin)   18.5 kJ/mol
Multiplicity   5
Net charge   -1

[2]
DFT (ωB97M-V/def2-TZVPD) results for the molecule C2H3Cl2N2P at a distorted geometry.

Geometry as XYZ:
```
10
Properties=species:S:1:pos:R:3
C 1.79602 0.20089 0.68501
C -1.17883 -0.56801 -0.83192
N 0.92439 0.95571 1.23725
N -1.13012 0.77427 -0.57242
P -0.43194 1.74868 0.69047
Cl 1.65893 -0.46638 -0.86092
Cl -2.36957 -1.20665 -1.87195
H 2.78136 0.23737 1.14916
H -0.47306 -1.32231 -0.38191
H -2.01278 1.28083 -1.11277
```

Properties
Frontier orbital gap (alpha / beta)   7.2 / 6.5 eV
LUMO energy (alpha / beta)   0.12 / -0.50 eV
Relative energy (zero: lowest compared OMol25 entry of this formula, charge and spin)   340.3 kJ/mol

[3]
DFT (ωB97M-V/def2-TZVPD) results for a 3-piece molecular cluster, C17H41BNO10PS3 overall at a distorted geometry.

Geometry as XYZ:
```
74
Properties=species:S:1:pos:R:3
C 2.08266 2.83359 2.75756
C 1.18525 1.58973 2.82474
N 1.51681 0.63023 1.77603
C 0.44357 -0.10564 1.17504
C 0.04069 0.39848 -0.25138
S 0.23895 2.22421 -0.39251
B -1.52989 0.08134 -0.50359
O -1.96375 -0.92166 -1.31023
C -2.64612 0.89000 0.27019
C -4.07279 0.40833 -0.06071
C 1.03089 -0.18346 -1.27872
P 1.25246 0.51239 -3.03955
O -0.13453 1.31856 -3.32330
O 2.21744 1.79832 -2.75805
O 0.71295 -1.55433 -1.56538
S 0.74718 -2.63279 -0.37700
O 1.98573 -3.32881 -0.50884
O -0.46826 -3.37466 -0.50382
C 0.68908 -1.70017 1.23750
C -0.41779 -2.34185 2.08532
S 2.22358 -2.10760 2.11918
H 2.89156 2.77843 3.48330
H 2.48891 2.98452 1.75836
H 1.50328 3.71843 3.02036
H 1.36867 1.10707 3.78836
H 0.13734 1.90088 2.77390
H 2.12957 1.04047 1.08668
H -0.42456 0.04167 1.81975
H -0.41466 2.54050 0.73155
H -1.35839 -1.21236 -2.00034
H -2.49221 0.80434 1.35206
H -2.57501 1.94153 -0.01304
H -4.79078 0.96284 0.54145
H -4.16934 -0.65545 0.14858
H -4.26870 0.60431 -1.11295
H 2.04448 -0.12806 -0.84901
H -0.83829 0.70882 -3.58028
H 3.12762 1.46995 -2.72517
H -0.41292 -3.42413 1.99652
H -0.23130 -2.07196 3.12482
H -1.39149 -1.96603 1.77427
H 3.09314 -1.54464 1.27419
C 5.82025 -5.03423 0.73037
O 7.15843 -4.56821 0.79754
C 7.28563 -3.17936 0.55814
C 7.45086 -2.39485 1.84156
O 6.29016 -2.46702 2.65085
C 6.39911 -3.38251 3.72483
H 5.80945 -6.04532 1.13349
H 5.14290 -4.40936 1.31703
H 5.46957 -5.06403 -0.30624
H 6.41852 -2.80646 0.00230
H 8.17525 -3.03057 -0.06234
H 7.61402 -1.34154 1.59157
H 8.32672 -2.75058 2.39356
H 7.04939 -2.98404 4.51135
H 6.78718 -4.34797 3.39202
H 5.39978 -3.52328 4.13354
C -6.72784 4.40737 -1.25205
O -6.27792 3.07611 -1.41831
C -7.25464 2.20942 -1.96999
C -7.02130 1.96226 -3.44352
O -7.19238 3.14012 -4.21299
C -5.97507 3.76156 -4.57854
H -5.85468 5.02068 -1.03509
H -7.21259 4.78525 -2.15548
H -7.42670 4.48059 -0.41156
H -8.26016 2.61164 -1.81016
H -7.18282 1.25523 -1.43843
H -7.75248 1.22967 -3.79843
H -6.02088 1.54430 -3.59810
H -5.46320 3.18731 -5.35874
H -5.30686 3.87578 -3.72132
H -6.21872 4.74665 -4.97271
```

Properties
Frontier orbital gap   8.8 eV
LUMO energy   0.22 eV

[4]
DFT (ωB97M-V/def2-TZVPD) results for C30H42I3N3O8P2 as an isolated structure at a distorted geometry.

Geometry as XYZ:
```
88
Properties=species:S:1:pos:R:3
C 6.36515 -0.07814 3.13823
C 5.16663 -0.04574 2.57207
C 3.77970 0.13954 1.79446
C 3.63622 1.59437 1.01896
N 4.70885 2.42509 1.74839
O 2.44100 2.29149 1.32758
C 1.21385 2.04013 0.67311
C 0.17240 3.01986 1.50454
O -1.22005 2.80582 1.19406
C -1.73116 3.68814 0.18803
C -1.67178 5.26274 0.17862
C -2.25600 6.04443 -1.06100
C -2.91519 5.34582 -2.31116
C -3.03897 3.77252 -2.30029
C -2.44809 2.99541 -1.06605
N 1.07439 2.42491 -0.76130
C 1.52579 3.80163 -1.08294
C 1.88600 3.91549 -2.68303
C 0.53037 4.09859 -3.55690
C 0.64216 0.49043 0.72390
C 0.17652 0.12175 2.25928
O -0.42119 0.34897 -0.25371
C -0.50473 -0.95948 -0.85124
O 0.62198 -1.26729 -1.74244
N 0.42440 -0.72626 -2.98716
O 1.45345 -0.91681 -3.57925
P -1.96393 -0.74500 -2.14514
P -2.40136 -2.71139 -3.06082
O -2.80273 -3.79656 -2.04157
O -1.02545 -3.28586 -3.93582
O -3.67373 -2.53412 -4.20082
C -0.99563 -2.12521 0.12562
I -3.06174 -2.04625 0.93881
C -0.24937 -3.25357 0.60872
C 1.28725 -3.46011 0.21014
I -1.13964 -4.76874 1.95184
C 4.18141 1.58235 -0.50412
I 6.41242 1.65055 -0.41058
C 3.85235 0.27222 -1.38334
C 4.89740 -0.95363 -1.25196
H 7.40282 -0.08963 3.64646
H 2.95699 0.19356 2.62552
H 3.48459 -0.75193 1.13132
H 4.27255 2.55308 2.69714
H 4.57001 3.37345 1.31319
H 0.29150 2.81679 2.65151
H 0.47877 4.14454 1.40885
H -1.15427 5.76331 1.09630
H -2.18773 7.19840 -1.03684
H -3.31664 5.91626 -3.22240
H -3.52270 3.14028 -3.14535
H -2.54039 1.85297 -1.06411
H 1.48033 1.69689 -1.37370
H 0.78028 4.64644 -0.86409
H 2.52223 4.08773 -0.54072
H 2.57008 3.05603 -3.04477
H 2.47329 4.92078 -2.79171
H -0.25897 3.32811 -3.22092
H 0.73911 4.04727 -4.69244
H 0.08750 5.15599 -3.33916
H 1.44509 -0.29178 0.46820
H 0.85414 0.64917 3.02522
H -0.90313 0.48718 2.43252
H 0.19964 -1.01987 2.43718
H -3.14064 -0.23456 -1.46632
H -0.43340 -3.79836 -3.31647
H -3.80893 -1.54134 -4.26017
H 1.49820 -3.46569 -0.93369
H 1.60012 -4.52440 0.57697
H 1.95697 -2.72147 0.79173
H 3.92950 2.50567 -1.13672
H 3.85379 0.61175 -2.50197
H 2.79734 -0.13028 -1.17672
H 5.75862 -0.85566 -2.01626
H 5.25895 -1.16674 -0.17267
H 4.31071 -1.91456 -1.57130
C -7.03959 -6.01773 2.99638
C -6.87787 -7.06188 3.90298
C -5.60784 -7.38896 4.36996
C -4.49971 -6.66483 3.93743
C -4.66193 -5.61828 3.03370
C -5.93092 -5.29720 2.55965
H -8.02964 -5.76520 2.62985
H -7.74268 -7.62194 4.24534
H -5.48129 -8.20730 5.07158
H -3.50976 -6.91666 4.30528
H -3.79773 -5.05256 2.69768
H -6.05632 -4.48490 1.85090
```

Properties
Frontier orbital gap   7.5 eV
LUMO energy   -1.01 eV